Below is C51H49BrClN6O3P3SSr as an isolated structure in a non-equilibrium geometry, with properties calculated with wB97M-V/def2-TZVPD.

## Properties
- LUMO (eV) = 0.36
- total charge = 0
- largest force on an atom (eV Å⁻¹) = 1.4
- multiplicity = 1
- ΔE to the lowest compared entry with this formula, charge and spin (kJ/mol) = 46.9
- calculated total energy (a.u.) = -7014.44666

Positions of all 116 atoms, in Å:
Sr -0.4320 -0.1336 0.8016
O 2.1775 0.9007 2.6572
N 2.8038 -0.0433 1.8530
C 3.8295 0.4273 1.2775
C 4.5856 -0.4262 0.3436
C 5.8873 -0.0206 0.0663
C 6.6922 -0.7229 -0.8160
C 6.1755 -1.8494 -1.4325
C 4.8751 -2.2540 -1.1596
C 4.0497 -1.5629 -0.2737
P 2.3014 -2.1500 -0.0222
C 2.4154 -3.2851 1.4037
C 1.3140 -4.0968 1.6619
C 1.3054 -4.9640 2.7390
C 2.4035 -5.0200 3.5901
C 3.5015 -4.2088 3.3492
C 3.5074 -3.3480 2.2569
C 2.1432 -3.3340 -1.4008
C 1.6601 -2.8171 -2.6029
C 1.6377 -3.5929 -3.7532
C 2.0854 -4.9047 -3.7113
C 2.5297 -5.4430 -2.5090
C 2.5548 -4.6639 -1.3633
H 1.5256 0.3293 3.1360
H 4.1518 1.4480 1.4773
H 6.2661 0.8700 0.5525
H 7.7004 -0.3922 -1.0221
H 6.7736 -2.4217 -2.1291
H 4.4964 -3.1309 -1.6652
H 0.4338 -4.0481 1.0253
H 0.4309 -5.5744 2.9219
H 2.3927 -5.6897 4.4396
H 4.3584 -4.2401 4.0079
H 4.3727 -2.7209 2.0829
H 1.3100 -1.7896 -2.6509
H 1.2568 -3.1744 -4.6755
H 2.0656 -5.5159 -4.6037
H 2.8635 -6.4714 -2.4640
H 2.9187 -5.0894 -0.4341
Br 3.3395 1.1093 -2.3842
C 1.7491 0.5225 -3.2423
C 1.8421 0.0897 -4.5580
C 0.6736 -0.3010 -5.1784
C -0.5222 -0.2417 -4.4784
C -0.4920 0.1819 -3.1621
N 0.6392 0.5535 -2.5363
C -1.7769 0.1827 -2.3492
O -2.8390 0.1064 -2.9493
O -1.6124 0.1521 -1.0842
H 2.7984 0.0634 -5.0590
H 0.6990 -0.6485 -6.2031
H -1.4714 -0.5187 -4.9120
S -4.7986 1.7306 2.2623
C -3.3990 1.0531 1.5517
N -2.3185 1.0158 2.2749
C -2.5911 1.5688 3.5315
C -1.6550 1.6875 4.5619
C -2.0589 2.2785 5.7359
C -3.3773 2.7419 5.9027
C -4.3070 2.6184 4.8959
C -3.8919 2.0223 3.6996
H -3.4267 0.6926 0.5299
H -0.6582 1.2883 4.4318
H -1.3506 2.3778 6.5467
H -3.6651 3.1959 6.8406
H -5.3200 2.9705 5.0281
C -4.1167 -1.9262 -0.2975
P -2.4977 -2.6446 0.1913
C -3.0309 -3.8740 1.4294
C -3.9485 -4.8782 1.1036
C -4.3768 -5.7776 2.0617
C -3.8872 -5.6829 3.3637
C -2.9734 -4.6986 3.6934
C -2.5403 -3.7920 2.7261
C -2.1327 -3.7077 -1.2552
C -2.5387 -3.3131 -2.5291
C -2.3102 -4.1336 -3.6277
C -1.6668 -5.3496 -3.4674
C -1.2319 -5.7362 -2.2062
C -1.4594 -4.9192 -1.1112
H -3.9819 -1.1114 -1.0084
H -4.5993 -1.5516 0.6070
H -4.7633 -2.6905 -0.7324
H -4.3186 -4.9604 0.0887
H -5.0868 -6.5500 1.7989
H -4.2240 -6.3864 4.1142
H -2.5868 -4.6266 4.7008
H -1.8105 -3.0300 2.9902
H -3.0558 -2.3734 -2.6796
H -2.6510 -3.8200 -4.6060
H -1.4954 -5.9944 -4.3194
H -0.7178 -6.6780 -2.0707
H -1.1395 -5.2518 -0.1301
C -0.7963 5.5506 -1.5128
N -1.9330 4.9572 -0.8107
C -2.0401 5.5815 0.5069
N -0.8197 5.5216 1.3084
C 0.2772 6.0900 0.5269
N 0.4702 5.4760 -0.7867
C 0.9297 4.0882 -0.6666
P -0.2552 3.0101 0.2507
C -1.7726 3.5042 -0.7016
C -0.5179 4.1382 1.6904
H -1.0215 6.6068 -1.6809
H -0.6828 5.0609 -2.4818
H -2.8529 5.1055 1.0598
H -2.2940 6.6341 0.3581
H 1.2026 6.0059 1.1001
H 0.0630 7.1499 0.3691
H 1.8991 4.0632 -0.1625
H 1.0893 3.6644 -1.6589
H -2.6595 3.0673 -0.2340
H -1.7161 3.0736 -1.7052
H 0.3837 4.1215 2.3105
H -1.3261 3.7449 2.3142
Cl 0.0940 -1.1691 3.3625

Löwdin atomic charge list, values in e, 5 entries: atom 1 (Sr): 0.9629, atom 2 (O): -0.1397, atom 3 (N): -0.0381, atom 4 (C): -0.1207, atom 5 (C): -0.2843